This record from OMol25 describes a 8-piece molecular cluster, C42H46F5N3 overall. The level of theory is the ωB97M-V functional and the def2-TZVPD basis.

Each line ends with the Löwdin spin population.
Cartesian coordinates (Å):
C (0.0772, 0.3046, 0.5255)  0.00
C (-0.6879, 0.7136, 1.9319)  0.00
C (0.1280, 1.7612, 2.7580)  0.00
C (1.5525, 1.3242, 2.9503)  0.00
N (2.6463, 0.9140, 3.1078)  0.00
H (0.5882, -0.6496, 0.6541)  0.00
H (0.8835, 0.9939, 0.2746)  0.00
H (-0.6083, 0.2766, -0.3215)  0.00
H (-0.8881, -0.1511, 2.5646)  0.00
H (-1.6444, 1.1038, 1.5844)  0.00
H (-0.3040, 1.8025, 3.7579)  0.00
H (0.0973, 2.7097, 2.2217)  0.00
C (-1.6315, -2.7874, -0.0792)  0.00
C (-1.2937, -3.0703, -1.5898)  0.00
C (-2.2872, -4.0439, -2.1318)  0.00
C (-2.6123, -5.1795, -1.3553)  0.00
N (-2.8732, -6.1220, -0.6760)  0.00
H (-1.7385, -3.7561, 0.4090)  0.00
H (-2.5294, -2.1719, -0.0251)  0.00
H (-0.7239, -2.3639, 0.3508)  0.00
H (-0.2637, -3.3665, -1.7882)  0.00
H (-1.3848, -2.1807, -2.2131)  0.00
H (-2.3078, -4.1409, -3.2173)  0.00
H (-3.2197, -3.4805, -2.1010)  0.00
C (-3.5680, 0.3074, -6.1135)  0.00
C (-2.5892, 1.4565, -6.3483)  0.00
C (-1.1301, 1.1120, -5.7141)  0.00
C (-1.1644, 0.6388, -4.3501)  0.00
N (-1.1880, 0.2005, -3.2607)  0.00
H (-3.2704, -0.7099, -6.3675)  0.00
H (-4.5868, 0.4561, -6.4714)  0.00
H (-3.6364, 0.4205, -5.0315)  0.00
H (-3.1341, 2.3528, -6.0521)  0.00
H (-2.4596, 1.5859, -7.4228)  0.00
H (-0.4961, 1.9983, -5.6919)  0.00
H (-0.6668, 0.2974, -6.2708)  0.00
F (-0.7935, 0.3605, 5.5130)  0.11
C (-1.4480, 0.8316, 6.5582)  0.25
C (-1.4350, 0.0804, 7.8257)  0.17
C (-2.0273, 0.6587, 8.9405)  0.01
C (-2.3798, 2.0113, 8.8607)  0.28
C (-2.4824, 2.7065, 7.6348)  0.12
C (-1.9614, 2.1133, 6.4787)  0.04
H (-0.9344, -0.8758, 7.8653)  0.00
H (-2.2096, 0.1046, 9.8494)  0.00
H (-2.7457, 2.3932, 9.8024)  0.01
H (-2.8829, 3.7095, 7.6298)  0.00
H (-2.1169, 2.5926, 5.5235)  0.00
F (3.0723, -4.2697, -1.0535)  0.00
C (3.6226, -3.0830, -1.2401)  0.00
C (3.3408, -2.0076, -0.4320)  0.00
C (3.8306, -0.7469, -0.6379)  0.00
C (4.7365, -0.5934, -1.7100)  0.00
C (5.0404, -1.6154, -2.6244)  0.00
C (4.5748, -2.8842, -2.2712)  0.00
H (2.6794, -2.3126, 0.3655)  0.00
H (3.6602, 0.0220, 0.1011)  0.00
H (5.0366, 0.4380, -1.8220)  0.00
H (5.7808, -1.4754, -3.3981)  0.00
H (4.5314, -3.6165, -3.0639)  0.00
F (-1.9149, 2.5897, -0.9771)  0.00
C (-2.9070, 3.5118, -1.0695)  0.00
C (-2.7423, 4.6533, -1.7549)  0.00
C (-3.7879, 5.5683, -2.0081)  0.00
C (-5.0272, 5.3247, -1.4160)  0.00
C (-5.2406, 4.2153, -0.6070)  0.00
C (-4.1467, 3.3121, -0.4688)  0.00
H (-1.7636, 4.6386, -2.2113)  0.00
H (-3.4727, 6.4494, -2.5473)  0.00
H (-5.8233, 6.0459, -1.5283)  0.00
H (-6.2066, 4.2161, -0.1241)  0.00
H (-4.3165, 2.4612, 0.1743)  0.00
F (1.6175, 1.2471, -3.7810)  0.00
C (2.2753, 2.1463, -3.0014)  0.00
C (1.5384, 2.7541, -2.0493)  0.00
C (2.2293, 3.5631, -1.1585)  0.00
C (3.5798, 3.7961, -1.2470)  0.00
C (4.3520, 3.2781, -2.2937)  0.00
C (3.6910, 2.3760, -3.1674)  0.00
H (0.4691, 2.6032, -2.0604)  0.00
H (1.7606, 4.0463, -0.3139)  0.00
H (4.0149, 4.4806, -0.5339)  0.00
H (5.4035, 3.4916, -2.4167)  0.00
H (4.2399, 1.9157, -3.9756)  0.00
F (2.1891, -7.5091, 1.3777)  0.00
C (2.5708, -6.3605, 1.8757)  0.00
C (3.7269, -6.2085, 2.6005)  0.00
C (4.0648, -4.9392, 2.9912)  0.00
C (3.2753, -3.8688, 2.7278)  0.00
C (2.0561, -4.0533, 2.0651)  0.00
C (1.7556, -5.3060, 1.5387)  0.00
H (4.1914, -7.1387, 2.8925)  0.00
H (5.0079, -4.9061, 3.5164)  0.00
H (3.5652, -2.8617, 2.9885)  0.00
H (1.3483, -3.2751, 1.8207)  0.00
H (0.8521, -5.3550, 0.9489)  0.00

Values from the calculation:
* HOMO energy (alpha / beta): -10.100 / -10.100 eV
* spin multiplicity: 2
* net charge: +1
* Kohn-Sham gap (alpha / beta): 5.212 / 1.298 eV

This record from OMol25 describes a 2-piece molecular cluster, C2H9N2OP overall. The level of theory is the ωB97M-V functional and the def2-TZVPD basis.

Each line ends with the Löwdin charge.
Cartesian coordinates (Å):
H (0.2483, -0.9589, -1.2386)  0.08
N (0.8271, -0.2534, -0.7240)  -0.05
N (1.0551, -0.4803, 0.4015)  -0.10
C (0.3481, -1.3776, 1.3227)  -0.24
C (-0.8541, -0.6163, 1.9639)  -0.08
H (0.9550, -1.5914, 2.2096)  0.10
H (-0.2094, -2.2135, 0.8343)  0.11
H (-1.0637, 0.1915, 1.1968)  0.08
H (-1.6866, -1.2450, 2.0687)  0.05
H (-0.5445, -0.2010, 2.8840)  0.05
O (-0.8103, 1.2947, -1.0719)  -0.49
P (0.1599, 1.7452, -2.0807)  0.64
H (1.3423, 2.2923, -1.9684)  -0.07
H (0.4724, 0.6582, -2.8151)  -0.04
H (-0.2396, 2.7556, -2.9829)  -0.03

Values from the calculation:
* ΔE to the lowest compared entry with this formula, charge and spin: 102.6 kcal/mol
* HOMO energy: -8.392 eV
* Kohn-Sham gap: 9.406 eV

This record from OMol25 describes a 2-piece molecular cluster, C14H10N6O5 overall. The level of theory is the ωB97M-V functional and the def2-TZVPD basis.

Each line ends with the Löwdin charge.
Cartesian coordinates (Å):
N (3.3893, -3.7911, 1.0351)  0.18
C (2.3207, -3.6679, 0.5959)  -0.18
C (1.0292, -3.5302, 0.0789)  -0.20
C (-0.0045, -3.1098, 0.8959)  0.09
C (-1.2738, -3.0094, 0.3422)  -0.11
N (-2.5266, -2.6615, 0.8128)  -0.16
O (-2.7269, -2.3430, 2.0100)  0.04
O (-3.4810, -2.7153, -0.1352)  0.12
N (-2.8574, -3.1144, -1.2290)  0.12
C (-1.5429, -3.3032, -0.9873)  -0.14
C (-0.4811, -3.7396, -1.8232)  -0.06
N (-0.6800, -4.0837, -3.2134)  -0.32
O (-1.7295, -3.7407, -3.7702)  0.09
O (0.2222, -4.7009, -3.7957)  0.07
C (0.7681, -3.8526, -1.2717)  0.09
H (0.1612, -2.8442, 1.9277)  0.14
H (1.5784, -4.1983, -1.8945)  0.14
C (0.5960, 6.4329, 1.2373)  0.00
C (0.4664, 4.9546, 1.3825)  -0.49
O (0.2983, 4.4912, 2.4903)  0.06
N (0.5606, 4.1606, 0.2447)  0.14
C (0.4333, 2.7571, 0.2202)  -0.21
C (0.5736, 2.0182, -0.9456)  -0.01
C (0.4706, 0.6473, -0.8952)  -0.15
N (0.2355, -0.0529, 0.2016)  0.06
C (0.0875, 0.6594, 1.3051)  -0.13
C (0.1738, 2.0263, 1.3665)  0.00
H (0.2185, 6.7795, 0.2770)  0.08
H (0.0261, 6.9306, 2.0222)  0.09
H (1.6359, 6.7437, 1.3310)  0.09
H (0.7634, 4.6167, -0.6396)  0.15
H (0.7598, 2.5161, -1.8813)  0.11
H (0.5931, 0.0706, -1.8001)  0.11
H (-0.1057, 0.1020, 2.2098)  0.11
H (0.0481, 2.5515, 2.2954)  0.10

Values from the calculation:
* ΔE to the lowest compared entry with this formula, charge and spin: 0.0 kcal/mol
* HOMO energy: -9.154 eV
* Kohn-Sham gap: 6.951 eV

Repeat the second record exactly.
This record from OMol25 describes a 2-piece molecular cluster, C2H9N2OP overall. The level of theory is the ωB97M-V functional and the def2-TZVPD basis.

Each line ends with the Löwdin charge.
Cartesian coordinates (Å):
H (0.2483, -0.9589, -1.2386)  0.08
N (0.8271, -0.2534, -0.7240)  -0.05
N (1.0551, -0.4803, 0.4015)  -0.10
C (0.3481, -1.3776, 1.3227)  -0.24
C (-0.8541, -0.6163, 1.9639)  -0.08
H (0.9550, -1.5914, 2.2096)  0.10
H (-0.2094, -2.2135, 0.8343)  0.11
H (-1.0637, 0.1915, 1.1968)  0.08
H (-1.6866, -1.2450, 2.0687)  0.05
H (-0.5445, -0.2010, 2.8840)  0.05
O (-0.8103, 1.2947, -1.0719)  -0.49
P (0.1599, 1.7452, -2.0807)  0.64
H (1.3423, 2.2923, -1.9684)  -0.07
H (0.4724, 0.6582, -2.8151)  -0.04
H (-0.2396, 2.7556, -2.9829)  -0.03

Values from the calculation:
* ΔE to the lowest compared entry with this formula, charge and spin: 102.6 kcal/mol
* HOMO energy: -8.392 eV
* Kohn-Sham gap: 9.406 eV